{"formula": "C27H59ClP2PbSi3", "method": "ωB97M-V/def2-TZVPD", "e_homo_ha": [-0.2373, -0.2385], "multiplicity": 1, "orbital_gap_ev": [4.7, 5.9], "symbols": ["Pb", "C", "C", "C", "Si", "C", "C", "Si", "H", "H", "H", "Cl", "C", "C", "C", "C", "H", "H", "H", "H", "H", "H", "H", "H", "H", "H", "H", "H", "C", "C", "P", "H", "H", "P", "H", "H", "C", "C", "C", "C", "C", "H", "C", "H", "H", "H", "H", "H", "H", "H", "C", "C", "H", "H", "H", "H", "H", "H", "H", "C", "C", "H", "H", "H", "H", "H", "H", "C", "C", "H", "H", "H", "H", "H", "H", "H", "C", "H", "H", "H", "C", "Si", "C", "C", "H", "H", "H", "H", "H", "H", "H", "H", "H"], "positions_angstrom": [[-0.142, 0.060, 1.305], [1.794, -0.124, -1.658], [1.090, -1.322, -2.000], [-0.022, -0.938, -2.804], [1.566, -3.081, -1.595], [-0.015, 0.477, -2.937], [1.102, 0.995, -2.217], [1.567, 2.800, -2.125], [2.717, -0.078, -1.091], [-0.733, -1.621, -3.253], [-0.720, 1.072, -3.507], [-1.718, 0.269, 3.146], [3.426, 2.958, -2.040], [0.928, 3.657, -3.656], [3.426, -3.177, -1.438], [0.979, -4.183, -2.983], [1.507, 3.283, -4.512], [1.089, 4.739, -3.581], [-0.132, 3.471, -3.858], [3.843, 2.650, -1.074], [3.704, 4.007, -2.220], [3.878, 2.343, -2.830], [1.505, -3.882, -3.898], [-0.098, -4.118, -3.173], [1.236, -5.227, -2.767], [3.876, -2.915, -2.405], [3.719, -4.206, -1.189], [3.829, -2.501, -0.675], [0.826, 3.595, -0.563], [0.800, -3.642, 0.054], [-0.856, 3.083, -0.023], [0.860, 4.687, -0.716], [1.517, 3.366, 0.267], [-0.875, -3.033, 0.508], [1.493, -3.321, 0.851], [0.811, -4.745, 0.047], [-1.332, -4.025, 2.056], [-1.954, -3.883, -0.785], [-1.927, 3.706, -1.446], [-1.320, 4.323, 1.331], [-1.632, 3.587, 2.632], [-2.251, 4.797, 0.976], [-0.274, 5.411, 1.584], [0.698, 4.975, 1.853], [-0.606, 6.031, 2.429], [-0.133, 6.078, 0.727], [-2.425, 2.847, 2.516], [-1.963, 4.308, 3.390], [-0.741, 3.076, 3.032], [-1.518, 3.193, -2.327], [-1.853, 5.218, -1.669], [-3.379, 3.251, -1.252], [-0.857, 5.568, -1.958], [-2.178, 5.780, -0.781], [-2.543, 5.481, -2.484], [-3.479, 2.168, -1.401], [-4.022, 3.754, -1.994], [-3.760, 3.502, -0.257], [-1.546, -3.531, -1.743], [-3.403, -3.389, -0.665], [-1.894, -5.413, -0.747], [-0.902, -5.813, -0.981], [-2.592, -5.806, -1.499], [-2.213, -5.812, 0.226], [-3.498, -2.352, -1.011], [-3.776, -3.450, 0.360], [-4.056, -4.016, -1.299], [-1.657, -3.079, 3.213], [-0.281, -5.043, 2.498], [-2.259, -4.558, 1.787], [0.686, -4.558, 2.701], [-0.122, -5.840, 1.762], [-0.615, -5.517, 3.429], [-0.769, -2.508, 3.532], [-1.995, -3.665, 4.079], [-2.448, -2.368, 2.968], [-2.781, -0.007, -0.222], [-2.368, -0.103, -1.246], [-3.130, -0.895, 0.333], [-3.069, 0.981, 0.177], [3.158, -1.516, 2.357], [2.270, 0.131, 2.493], [1.806, 0.502, 4.274], [3.314, 1.514, 1.786], [2.614, -2.305, 2.895], [4.158, -1.441, 2.804], [3.283, -1.824, 1.312], [2.265, -0.226, 4.955], [2.147, 1.504, 4.565], [0.718, 0.460, 4.416], [4.368, 1.377, 2.074], [2.988, 2.492, 2.169], [3.271, 1.533, 0.688]]}

***

{"formula": "C27H59N4O5", "method": "ωB97M-V/def2-TZVPD", "e_homo_ha": -0.3868, "total_charge": 1, "multiplicity": 1, "orbital_gap_ev": 7.8, "relative_energy_kcal_mol": 0.0, "symbols": ["C", "O", "C", "C", "C", "C", "C", "C", "C", "C", "C", "C", "C", "N", "C", "C", "N", "C", "H", "H", "H", "H", "H", "H", "H", "H", "H", "H", "H", "H", "H", "H", "H", "H", "H", "H", "H", "H", "H", "H", "H", "H", "H", "H", "H", "H", "H", "C", "O", "C", "C", "N", "C", "C", "O", "C", "H", "H", "H", "H", "H", "H", "H", "H", "H", "H", "H", "H", "H", "H", "H", "C", "O", "C", "C", "N", "C", "C", "O", "C", "H", "H", "H", "H", "H", "H", "H", "H", "H", "H", "H", "H", "H", "H", "H"], "positions_angstrom": [[6.108, -3.648, 4.892], [7.001, -4.153, 3.921], [6.608, -3.932, 2.584], [6.676, -2.467, 2.151], [6.779, -2.299, 0.622], [5.585, -1.556, 0.018], [5.517, -0.074, 0.437], [4.122, 0.450, 0.857], [4.150, 1.026, 2.273], [3.009, 1.948, 2.678], [1.593, 1.350, 2.852], [1.496, -0.166, 3.098], [1.028, -0.955, 1.876], [-0.436, -1.160, 1.798], [-1.102, -1.466, 0.627], [-2.411, -1.610, 0.925], [-2.524, -1.389, 2.276], [-1.321, -1.120, 2.782], [5.123, -3.433, 4.460], [6.497, -2.728, 5.338], [5.983, -4.395, 5.678], [5.593, -4.331, 2.440], [7.292, -4.529, 1.977], [7.538, -2.029, 2.661], [5.785, -1.934, 2.503], [6.866, -3.283, 0.148], [7.697, -1.760, 0.370], [5.622, -1.638, -1.072], [4.667, -2.067, 0.335], [6.217, 0.084, 1.264], [5.887, 0.538, -0.389], [3.797, 1.218, 0.150], [3.432, -0.398, 0.798], [4.274, 0.203, 2.989], [5.065, 1.621, 2.372], [2.944, 2.736, 1.919], [3.292, 2.452, 3.606], [1.108, 1.876, 3.679], [0.992, 1.602, 1.976], [2.455, -0.587, 3.396], [0.831, -0.351, 3.945], [1.492, -1.940, 1.811], [1.275, -0.406, 0.965], [-0.587, -1.549, -0.317], [-3.243, -1.855, 0.277], [-3.381, -1.433, 2.806], [-1.114, -0.908, 3.817], [-5.326, -0.716, -0.754], [-5.294, -2.115, -0.925], [-6.486, -2.801, -0.534], [-7.243, -3.338, -1.725], [-7.803, -2.262, -2.522], [-8.457, -2.673, -3.761], [-7.630, -3.400, -4.813], [-6.656, -2.594, -5.445], [-5.424, -2.480, -4.772], [-4.311, -0.356, -0.926], [-5.988, -0.190, -1.448], [-5.628, -0.445, 0.265], [-7.122, -2.129, 0.050], [-6.189, -3.638, 0.103], [-8.063, -3.956, -1.347], [-6.568, -4.000, -2.286], [-7.082, -1.584, -2.734], [-8.871, -1.776, -4.226], [-9.305, -3.313, -3.499], [-8.316, -3.713, -5.603], [-7.160, -4.308, -4.415], [-5.160, -3.412, -4.261], [-5.419, -1.665, -4.039], [-4.663, -2.264, -5.521], [0.115, 7.250, -2.447], [0.098, 6.761, -1.120], [-1.134, 6.199, -0.700], [-1.002, 4.710, -0.476], [-0.778, 4.003, -1.726], [-0.438, 2.597, -1.598], [0.824, 2.223, -0.828], [2.035, 2.546, -1.464], [2.467, 3.890, -1.327], [1.038, 7.813, -2.567], [0.094, 6.448, -3.193], [-0.731, 7.917, -2.635], [-1.919, 6.410, -1.432], [-1.413, 6.671, 0.246], [-1.929, 4.341, -0.024], [-0.197, 4.561, 0.259], [-0.064, 4.480, -2.262], [-0.344, 2.181, -2.604], [-1.284, 2.086, -1.120], [0.830, 1.130, -0.734], [0.815, 2.630, 0.192], [2.189, 4.301, -0.351], [2.063, 4.537, -2.108], [3.553, 3.888, -1.415]]}

***

{"formula": "C27H59O15PS", "method": "ωB97M-V/def2-TZVPD", "e_homo_ha": -0.3049, "multiplicity": 1, "orbital_gap_ev": 8.4, "smiles": "O=S(=O)(O)CCC[PH4].CCOC(C)=O.CCOC(C)=O.CCOC(C)=O.CCOC(C)=O.CCOC(C)=O.CCOC(C)=O", "relative_energy_kcal_mol": 40.5, "symbols": ["O", "S", "O", "O", "C", "C", "C", "P", "H", "H", "H", "H", "H", "H", "H", "H", "H", "H", "H", "O", "C", "O", "C", "C", "C", "H", "H", "H", "H", "H", "H", "H", "H", "O", "C", "O", "C", "C", "C", "H", "H", "H", "H", "H", "H", "H", "H", "O", "C", "O", "C", "C", "C", "H", "H", "H", "H", "H", "H", "H", "H", "O", "C", "O", "C", "C", "C", "H", "H", "H", "H", "H", "H", "H", "H", "O", "C", "O", "C", "C", "C", "H", "H", "H", "H", "H", "H", "H", "H", "O", "C", "O", "C", "C", "C", "H", "H", "H", "H", "H", "H", "H", "H"], "positions_angstrom": [[-3.649, -0.468, 3.697], [-3.937, -0.955, 2.243], [-2.567, -0.851, 1.465], [-4.467, -2.583, 2.171], [-5.094, 0.257, 1.354], [-6.218, 0.936, 2.337], [-7.287, -0.114, 3.001], [-8.628, -0.755, 1.765], [-4.828, -2.701, 1.229], [-4.386, 1.150, 0.998], [-5.540, -0.189, 0.344], [-6.835, 1.736, 1.720], [-5.712, 1.516, 3.249], [-7.897, 0.506, 3.819], [-6.770, -0.991, 3.611], [-9.533, -1.081, 2.877], [-7.669, -1.709, 1.235], [-8.811, 0.599, 1.225], [-9.628, -1.234, 0.806], [3.845, 3.012, 1.159], [2.899, 2.372, 1.609], [2.628, 1.132, 1.139], [1.669, 0.230, 1.720], [0.276, 0.509, 1.192], [1.974, 2.982, 2.621], [1.719, 0.251, 2.813], [1.971, -0.778, 1.417], [-0.062, 1.514, 1.458], [-0.441, -0.214, 1.593], [0.262, 0.449, 0.099], [1.228, 3.590, 2.104], [2.563, 3.620, 3.288], [1.477, 2.254, 3.258], [0.689, 6.248, 0.432], [0.687, 5.490, -0.534], [-0.444, 5.303, -1.253], [-0.509, 4.591, -2.502], [-0.660, 3.101, -2.267], [1.908, 4.692, -0.882], [0.346, 4.833, -3.140], [-1.398, 4.962, -3.023], [0.200, 2.688, -1.732], [-0.765, 2.569, -3.216], [-1.542, 2.898, -1.650], [1.936, 3.792, -0.263], [2.792, 5.302, -0.674], [1.970, 4.417, -1.933], [-6.869, -0.050, -1.020], [-6.744, 0.191, -2.217], [-5.666, -0.262, -2.897], [-5.516, -0.198, -4.327], [-4.959, 1.146, -4.752], [-7.736, 1.064, -2.929], [-6.453, -0.447, -4.834], [-4.801, -0.983, -4.598], [-5.634, 1.964, -4.486], [-4.794, 1.171, -5.833], [-4.008, 1.344, -4.246], [-7.475, 2.112, -2.761], [-8.730, 0.867, -2.516], [-7.807, 0.870, -3.997], [3.354, -2.702, 1.923], [4.438, -2.183, 2.171], [5.377, -2.861, 2.871], [6.735, -2.423, 3.053], [6.844, -1.472, 4.228], [4.712, -0.760, 1.781], [7.141, -2.000, 2.129], [7.324, -3.322, 3.265], [6.256, -0.564, 4.067], [7.885, -1.185, 4.398], [6.456, -1.942, 5.138], [4.297, -0.094, 2.542], [4.223, -0.564, 0.822], [5.767, -0.538, 1.635], [-1.274, 1.853, -5.331], [-1.597, 1.983, -6.508], [-1.826, 0.894, -7.278], [-2.386, 0.933, -8.603], [-1.307, 1.182, -9.639], [-1.661, 3.343, -7.139], [-3.205, 1.656, -8.664], [-2.831, -0.052, -8.779], [-0.823, 2.151, -9.491], [-1.728, 1.156, -10.648], [-0.523, 0.422, -9.564], [-0.656, 3.638, -7.454], [-2.030, 4.054, -6.394], [-2.343, 3.405, -7.983], [9.843, -4.102, 4.475], [9.316, -4.929, 5.213], [10.025, -5.986, 5.673], [9.565, -6.902, 6.682], [8.719, -8.001, 6.071], [7.857, -4.834, 5.551], [9.051, -6.373, 7.491], [10.462, -7.347, 7.128], [7.818, -7.600, 5.599], [8.418, -8.725, 6.832], [9.279, -8.524, 5.289], [7.273, -5.284, 4.744], [7.591, -3.777, 5.644], [7.592, -5.298, 6.498]]}

***

{"formula": "C27H60BrFN3O7S5", "method": "ωB97M-V/def2-TZVPD", "e_homo_ha": -0.3597, "total_charge": 1, "multiplicity": 1, "orbital_gap_ev": 7.2, "symbols": ["C", "C", "C", "O", "O", "C", "C", "C", "C", "C", "C", "C", "N", "C", "N", "C", "C", "C", "Br", "N", "C", "F", "C", "C", "H", "H", "H", "H", "H", "H", "H", "H", "H", "H", "H", "H", "H", "H", "H", "H", "H", "H", "H", "H", "H", "H", "H", "H", "H", "H", "H", "H", "H", "H", "C", "S", "O", "C", "H", "H", "H", "H", "H", "H", "C", "S", "O", "C", "H", "H", "H", "H", "H", "H", "C", "S", "O", "C", "H", "H", "H", "H", "H", "H", "C", "S", "O", "C", "H", "H", "H", "H", "H", "H", "C", "S", "O", "C", "H", "H", "H", "H", "H", "H"], "positions_angstrom": [[1.030, 0.255, 1.606], [0.865, -0.518, 0.521], [0.791, 0.103, -0.824], [1.219, 1.211, -1.120], [0.096, -0.682, -1.727], [-1.273, -0.238, -1.795], [-1.626, 0.190, -3.202], [-3.130, 0.415, -3.437], [-3.918, 0.922, -2.222], [-4.479, -0.202, -1.311], [-4.103, -0.089, 0.165], [-4.889, 0.932, 1.010], [-3.971, 2.060, 1.370], [-4.231, 3.307, 0.902], [-3.238, 4.173, 0.918], [-3.272, 5.561, 0.483], [-2.216, 5.822, -0.643], [-1.761, 4.572, -1.381], [-3.110, 6.973, -1.960], [-5.465, 3.669, 0.451], [-6.490, 2.751, 1.024], [-7.698, 3.226, 0.606], [-6.228, 1.385, 0.422], [-7.351, 0.432, 0.877], [0.540, -0.038, 2.526], [1.628, 1.155, 1.621], [0.758, -1.592, 0.576], [-1.888, -1.073, -1.471], [-1.418, 0.595, -1.110], [-1.066, 1.086, -3.452], [-1.292, -0.609, -3.861], [-3.213, 1.168, -4.218], [-3.619, -0.473, -3.831], [-4.786, 1.450, -2.617], [-3.340, 1.634, -1.632], [-4.071, -1.147, -1.663], [-5.551, -0.294, -1.468], [-4.149, -1.072, 0.626], [-3.056, 0.195, 0.214], [-5.106, 0.427, 1.944], [-3.731, 2.070, 2.352], [-2.353, 3.839, 1.264], [-3.021, 6.204, 1.321], [-4.232, 5.845, 0.080], [-1.377, 6.367, -0.234], [-1.010, 4.048, -0.791], [-1.312, 4.871, -2.321], [-2.587, 3.907, -1.612], [-5.690, 4.607, 0.769], [-6.428, 2.742, 2.113], [-6.209, 1.552, -0.650], [-6.961, -0.520, 1.223], [-7.851, 0.872, 1.738], [-8.083, 0.293, 0.092], [-4.881, -2.915, 5.280], [-5.742, -1.920, 4.064], [-4.763, -0.902, 3.569], [-6.828, -1.082, 5.222], [-4.119, -3.493, 4.763], [-4.414, -2.265, 6.020], [-5.591, -3.590, 5.757], [-6.232, -0.555, 5.967], [-7.477, -1.814, 5.700], [-7.433, -0.371, 4.663], [4.063, -4.594, -3.081], [2.599, -4.247, -2.104], [1.704, -5.431, -2.218], [1.937, -2.976, -3.186], [4.611, -5.398, -2.595], [3.773, -4.900, -4.086], [4.693, -3.706, -3.121], [1.783, -3.385, -4.185], [2.630, -2.135, -3.222], [0.990, -2.644, -2.772], [6.249, -0.516, 2.084], [5.292, 0.909, 1.554], [3.899, 0.704, 2.062], [5.266, 0.472, -0.185], [6.344, -0.474, 3.167], [5.736, -1.433, 1.794], [7.238, -0.471, 1.627], [4.810, -0.513, -0.300], [6.281, 0.478, -0.571], [4.674, 1.219, -0.708], [7.606, -8.193, 0.612], [6.830, -7.524, -0.864], [7.018, -6.049, -0.836], [5.139, -7.848, -0.343], [8.680, -8.055, 0.517], [7.241, -7.659, 1.490], [7.379, -9.256, 0.689], [4.944, -7.338, 0.601], [4.994, -8.922, -0.234], [4.467, -7.468, -1.110], [9.527, 3.553, -1.184], [8.174, 3.795, -0.028], [7.263, 2.626, -0.173], [7.411, 5.161, -0.910], [10.113, 2.704, -0.840], [9.127, 3.347, -2.177], [10.152, 4.445, -1.201], [7.154, 4.846, -1.921], [8.102, 6.004, -0.936], [6.509, 5.444, -0.372]]}

***

no.,energy (Eh)
1,-3268.38282
2,-1659.02871
3,-2932.08813
4,-6420.12500